No. 1
{
  "formula": "C2H9NO2Si",
  "method": "ωB97M-V/def2-TZVPD",
  "species": ["C", "C", "N", "O", "O", "Si", "H", "H", "H", "H", "H", "H", "H", "H", "H"],
  "coordinates": [[-0.579, 0.851, -0.696], [-2.195, -0.498, 0.407], [-0.838, -0.408, 0.039], [2.008, -1.041, 0.082], [3.483, 1.130, -0.213], [0.587, -1.246, 0.683], [0.219, 0.723, -1.496], [-1.530, 1.139, -1.207], [-0.295, 1.653, -0.025], [-2.540, 0.496, 0.872], [-2.840, -0.683, -0.499], [-2.311, -1.343, 1.099], [3.464, 1.116, -1.227], [3.132, 0.282, 0.279], [0.236, -2.172, 1.903]],
  "e_lumo_ha": 0.004,
  "relative_energy_kcal_mol": 75.4,
  "homo_energy_ev": -9.7,
  "spin_multiplicity": 1,
  "gap_ha": 0.3609,
  "smiles": "CN(C)[SiH]=O.O"
}

=====

No. 2
{
  "formula": "C22H31CrF4N8OS",
  "method": "ωB97M-V/def2-TZVPD",
  "species": ["Cr", "C", "C", "N", "N", "C", "N", "S", "C", "C", "C", "C", "C", "N", "H", "H", "H", "H", "H", "H", "H", "H", "H", "H", "C", "C", "N", "C", "C", "C", "C", "N", "C", "C", "F", "C", "F", "C", "C", "F", "C", "F", "H", "H", "H", "H", "H", "H", "H", "H", "H", "H", "H", "H", "H", "H", "H", "C", "N", "C", "N", "O", "H", "H", "H", "H", "H", "H"],
  "coordinates": [[-0.807, 0.463, 0.730], [-0.870, 4.808, 0.532], [-1.052, 3.298, 0.271], [-0.191, 2.460, 0.689], [0.891, 2.845, 1.454], [1.606, 1.916, 2.119], [2.741, 2.351, 2.621], [1.103, 0.297, 2.222], [-2.086, 2.737, -0.650], [-2.637, 3.425, -1.733], [-3.597, 2.748, -2.555], [-3.975, 1.437, -2.194], [-3.232, 0.789, -1.168], [-2.330, 1.397, -0.464], [-0.424, 5.131, 1.470], [-1.835, 5.262, 0.721], [-0.218, 5.365, -0.250], [0.749, 3.763, 1.852], [2.851, 3.320, 2.612], [3.167, 1.802, 3.401], [-2.432, 4.486, -1.866], [-4.000, 3.243, -3.398], [-4.679, 0.856, -2.761], [-3.326, -0.274, -0.935], [2.629, 0.925, -1.677], [2.139, -0.229, -2.498], [1.080, -1.198, -0.540], [2.718, -2.556, -1.650], [4.961, -1.424, -1.175], [0.377, -2.369, 0.138], [-1.183, -2.301, 0.281], [-1.622, -1.229, 1.079], [-2.819, -1.194, 1.761], [-3.061, -0.005, 2.488], [-2.125, 0.999, 2.287], [-4.134, 0.229, 3.336], [-4.166, 1.418, 3.986], [-5.058, -0.767, 3.575], [-4.817, -1.975, 2.904], [-5.706, -2.965, 3.129], [-3.716, -2.240, 2.079], [-3.652, -3.501, 1.584], [3.331, 1.457, -2.349], [3.115, 0.614, -0.726], [1.813, 1.608, -1.428], [2.881, -0.603, -3.203], [1.285, 0.145, -3.070], [3.216, -2.690, -2.622], [2.371, -3.584, -1.449], [4.742, -0.869, -2.059], [5.559, -2.217, -1.447], [5.436, -0.820, -0.422], [0.932, -2.401, 1.111], [0.533, -3.293, -0.433], [-1.403, -3.311, 0.763], [-1.518, -2.384, -0.821], [-5.752, -0.702, 4.411], [4.010, -3.073, 0.438], [3.715, -2.043, -0.652], [1.622, -1.528, -1.843], [0.630, -2.242, -2.616], [0.082, -0.222, -0.748], [4.729, -2.598, 1.130], [4.388, -4.036, -0.154], [3.025, -3.304, 0.941], [3.125, -1.319, -0.163], [0.989, -2.555, -3.560], [-0.118, -1.574, -2.835]],
  "e_lumo_ha": [-0.231, -0.233],
  "total_charge": 2,
  "relative_energy_kcal_mol": 65.6,
  "homo_energy_ev": [-12.5, -12.7],
  "spin_multiplicity": 4,
  "gap_ha": [0.2272, 0.2348]
}

=====

No. 3
{
  "formula": "C6H9BrN3",
  "method": "ωB97M-V/def2-TZVPD",
  "species": ["C", "C", "C", "C", "C", "C", "N", "N", "N", "Br", "H", "H", "H", "H", "H", "H", "H", "H", "H"],
  "coordinates": [[2.568, 0.630, 0.919], [2.020, 0.862, -0.370], [1.687, 0.491, 1.982], [0.591, 0.703, -0.437], [0.288, 0.297, 1.849], [-1.404, -1.659, -1.729], [-0.268, 0.399, 0.578], [-2.370, -0.930, -2.014], [-1.576, 0.070, 0.367], [-0.949, 0.763, 3.278], [3.616, 0.609, 0.906], [2.508, 1.036, -1.274], [2.021, 0.302, 3.046], [0.089, 0.780, -1.399], [-1.025, -2.400, -2.393], [-0.868, -1.421, -0.819], [-2.054, 0.021, -0.652], [-2.682, -0.827, -2.984], [-2.194, 0.273, 1.145]],
  "e_lumo_ha": -0.172,
  "total_charge": 1,
  "relative_energy_kcal_mol": 16.1,
  "homo_energy_ev": -13.5,
  "spin_multiplicity": 1,
  "gap_ha": 0.3227
}

=====

No. 4
{
  "formula": "C29H32F3N5O3P2S2V",
  "method": "ωB97M-V/def2-TZVPD",
  "species": ["V", "N", "C", "S", "N", "N", "C", "C", "C", "C", "C", "C", "N", "H", "H", "H", "H", "H", "H", "H", "F", "C", "F", "F", "C", "C", "C", "C", "N", "C", "S", "H", "H", "H", "C", "P", "C", "C", "C", "C", "C", "C", "C", "C", "C", "C", "C", "C", "H", "H", "H", "H", "H", "H", "H", "H", "H", "H", "H", "H", "H", "C", "O", "P", "O", "C", "O", "C", "H", "H", "H", "H", "H", "H", "H", "H", "H"],
  "coordinates": [[0.403, -0.171, 0.195], [1.357, -4.455, -0.434], [1.158, -3.118, -0.377], [0.975, -2.368, 1.161], [1.161, -2.524, -1.567], [1.009, -1.153, -1.418], [1.260, -0.479, -2.494], [1.091, 0.969, -2.447], [1.453, 1.759, -3.527], [1.255, 3.125, -3.468], [0.677, 3.663, -2.333], [0.353, 2.818, -1.296], [0.567, 1.492, -1.311], [1.227, -4.996, 0.400], [1.340, -4.908, -1.332], [1.556, -0.997, -3.396], [1.880, 1.285, -4.401], [1.538, 3.760, -4.299], [0.472, 4.721, -2.241], [-0.128, 3.218, -0.418], [-3.736, 2.089, 5.201], [-3.240, 1.003, 4.552], [-4.284, 0.453, 3.919], [-2.830, 0.162, 5.506], [-2.129, 1.411, 3.605], [-1.766, 2.730, 3.598], [-0.741, 3.166, 2.751], [-0.185, 2.232, 1.935], [-0.523, 0.919, 1.871], [-1.475, 0.438, 2.761], [-1.838, -1.213, 2.815], [-2.267, 3.429, 4.252], [-0.396, 4.193, 2.731], [0.627, 2.524, 1.292], [2.658, 0.107, 2.930], [2.597, 0.456, 1.140], [4.170, -0.296, 0.542], [5.397, 0.204, 0.988], [6.591, -0.355, 0.563], [6.579, -1.424, -0.328], [5.369, -1.927, -0.782], [4.171, -1.367, -0.347], [3.109, 2.232, 1.071], [3.046, 3.085, 2.171], [3.395, 4.430, 2.053], [3.814, 4.937, 0.832], [3.882, 4.095, -0.272], [3.529, 2.760, -0.153], [3.579, 0.490, 3.366], [2.619, -0.973, 3.056], [1.792, 0.535, 3.435], [5.422, 1.045, 1.675], [7.532, 0.043, 0.926], [7.512, -1.857, -0.668], [5.348, -2.761, -1.474], [3.242, -1.774, -0.705], [2.716, 2.710, 3.133], [3.343, 5.077, 2.920], [4.094, 5.981, 0.741], [4.209, 4.481, -1.230], [3.594, 2.113, -1.023], [-4.331, -0.552, 0.462], [-3.133, 0.123, 0.050], [-1.855, -0.593, -0.587], [-2.360, -2.060, -0.970], [-2.173, -3.205, -0.117], [-1.938, 0.022, -2.107], [-2.501, 1.304, -2.383], [-4.812, -1.020, -0.397], [-4.984, 0.209, 0.878], [-4.109, -1.286, 1.232], [-1.562, -3.929, -0.650], [-3.156, -3.628, 0.081], [-1.692, -2.931, 0.820], [-1.960, 1.720, -3.231], [-2.426, 1.985, -1.537], [-3.553, 1.201, -2.642]],
  "e_lumo_ha": [-0.015, -0.028],
  "relative_energy_kcal_mol": 0.0,
  "homo_energy_ev": [-6.9, -7.1],
  "spin_multiplicity": 4,
  "gap_ha": [0.2368, 0.2320]
}

=====

No. 5
{
  "formula": "C49H45BrN3O3PPdTe",
  "method": "ωB97M-V/def2-TZVPD",
  "species": ["Pd", "Br", "C", "C", "C", "C", "C", "N", "C", "O", "O", "H", "H", "H", "C", "C", "C", "C", "C", "C", "Te", "N", "C", "O", "C", "C", "C", "C", "C", "C", "C", "C", "C", "C", "C", "C", "C", "C", "C", "C", "C", "C", "H", "H", "H", "H", "H", "H", "H", "H", "H", "H", "H", "H", "H", "H", "H", "H", "H", "H", "H", "H", "H", "H", "H", "H", "H", "H", "H", "N", "P", "C", "C", "C", "C", "C", "C", "C", "C", "C", "C", "C", "C", "C", "C", "C", "C", "C", "C", "H", "H", "H", "H", "H", "H", "H", "H", "H", "H", "H", "H", "H", "H", "H"],
  "coordinates": [[-1.539, 1.735, 0.808], [-3.604, 1.028, 3.218], [-3.585, 2.901, 2.921], [-4.051, 3.838, 3.818], [-3.896, 5.175, 3.467], [-3.288, 5.519, 2.269], [-2.846, 4.499, 1.446], [-3.025, 3.224, 1.767], [-2.034, 4.699, 0.161], [-1.976, 5.803, -0.339], [-1.484, 3.617, -0.266], [-4.502, 3.539, 4.752], [-4.231, 5.946, 4.149], [-3.133, 6.546, 1.968], [3.242, -6.923, 0.120], [2.943, -5.492, 0.467], [1.694, -5.117, 0.950], [1.407, -3.799, 1.287], [0.057, -3.434, 1.851], [2.413, -2.858, 1.094], [1.814, -0.682, 1.423], [0.685, 1.124, 1.519], [0.473, 1.833, 2.614], [-0.553, 2.564, 2.673], [1.469, 1.869, 3.735], [2.189, 3.033, 3.970], [3.169, 3.055, 4.953], [3.411, 1.928, 5.723], [2.665, 0.775, 5.518], [1.699, 0.745, 4.525], [2.685, -0.021, -0.383], [3.486, 1.127, -0.333], [3.777, 1.879, 0.939], [4.026, 1.605, -1.522], [3.806, 0.970, -2.737], [4.370, 1.520, -4.014], [3.020, -0.177, -2.750], [2.446, -0.686, -1.595], [1.577, -1.910, -1.698], [3.696, -3.188, 0.671], [4.809, -2.178, 0.574], [3.931, -4.520, 0.348], [2.337, -7.527, 0.114], [3.932, -7.351, 0.850], [3.715, -6.996, -0.859], [0.923, -5.869, 1.079], [-0.639, -4.268, 1.768], [-0.377, -2.574, 1.334], [0.146, -3.179, 2.911], [1.989, 3.919, 3.380], [3.744, 3.957, 5.116], [4.172, 1.951, 6.492], [2.835, -0.098, 6.134], [1.073, -0.133, 4.408], [3.829, 1.217, 1.805], [2.992, 2.614, 1.127], [4.723, 2.413, 0.862], [4.639, 2.498, -1.495], [5.055, 2.342, -3.820], [3.563, 1.888, -4.652], [4.900, 0.745, -4.569], [2.830, -0.683, -3.690], [1.177, -2.010, -2.705], [0.734, -1.851, -1.007], [2.139, -2.818, -1.471], [4.742, -1.451, 1.385], [4.769, -1.635, -0.372], [5.777, -2.673, 0.634], [4.921, -4.804, 0.005], [-1.766, -0.171, 0.392], [-2.482, -0.214, -1.041], [-2.342, -1.870, -1.765], [-2.214, -2.074, -3.135], [-2.143, -3.366, -3.633], [-2.191, -4.450, -2.767], [-2.312, -4.246, -1.399], [-2.391, -2.957, -0.895], [-1.855, 0.999, -2.243], [-0.571, 1.521, -2.100], [-0.123, 2.490, -2.983], [-0.944, 2.932, -4.006], [-2.218, 2.400, -4.160], [-2.678, 1.436, -3.281], [-4.276, 0.107, -1.028], [-4.721, 1.354, -0.594], [-6.063, 1.678, -0.678], [-6.965, 0.761, -1.201], [-6.527, -0.486, -1.620], [-5.183, -0.820, -1.533], [-2.170, -1.226, -3.807], [-2.052, -3.528, -4.699], [-2.135, -5.457, -3.159], [-2.351, -5.093, -0.726], [-2.488, -2.783, 0.170], [0.076, 1.173, -1.305], [0.865, 2.910, -2.853], [-0.598, 3.702, -4.683], [-2.866, 2.753, -4.951], [-3.678, 1.035, -3.390], [-4.006, 2.075, -0.215], [-6.404, 2.652, -0.351], [-8.011, 1.022, -1.288], [-7.229, -1.202, -2.026], [-4.845, -1.793, -1.863]],
  "e_lumo_ha": [-0.064, -0.204],
  "total_charge": 1,
  "homo_energy_ev": [-10.8, -10.9],
  "spin_multiplicity": 6,
  "gap_ha": [0.3341, 0.1960]
}

=====

No. 6
{
  "formula": "C17H40O9P2Rh",
  "method": "ωB97M-V/def2-TZVPD",
  "species": ["Rh", "C", "O", "C", "C", "O", "C", "H", "H", "H", "H", "H", "H", "H", "H", "H", "H", "C", "C", "C", "O", "P", "O", "C", "P", "O", "O", "C", "C", "C", "O", "C", "C", "C", "O", "C", "C", "C", "H", "H", "H", "H", "H", "H", "H", "H", "H", "H", "H", "H", "H", "H", "H", "H", "H", "H", "H", "H", "H", "H", "H", "H", "H", "H", "H", "H", "H", "H", "O"],
  "coordinates": [[0.104, -0.034, -0.100], [2.984, -0.954, -0.974], [2.421, 0.076, -0.144], [2.677, 1.369, -0.678], [1.831, 2.400, 0.025], [0.445, 2.198, -0.268], [-0.407, 2.890, 0.659], [4.047, -0.767, -1.132], [2.459, -0.985, -1.930], [2.849, -1.893, -0.444], [2.496, 1.375, -1.757], [3.720, 1.652, -0.496], [2.144, 3.383, -0.341], [1.986, 2.364, 1.108], [-0.120, 3.940, 0.734], [-0.322, 2.433, 1.649], [-1.422, 2.793, 0.286], [-6.716, 0.558, 0.991], [-5.646, 0.141, 1.973], [-5.779, 0.792, 3.330], [-4.350, 0.558, 1.417], [-3.252, -0.450, 0.943], [-2.201, 0.203, 0.132], [-2.612, -1.161, 2.481], [-1.003, -1.952, 2.481], [0.076, -1.184, 1.807], [-0.608, -2.157, 3.982], [-1.212, -3.133, 4.895], [-0.072, -3.747, 5.675], [-2.209, -2.424, 5.787], [-1.298, -3.352, 1.824], [-0.245, -4.097, 1.105], [0.835, -4.532, 2.071], [-0.947, -5.253, 0.434], [-4.046, -1.586, 0.208], [-3.414, -2.449, -0.811], [-3.508, -1.779, -2.164], [-4.147, -3.766, -0.735], [-7.697, 0.267, 1.367], [-6.558, 0.080, 0.025], [-6.702, 1.640, 0.857], [-5.636, -0.947, 2.067], [-5.741, 1.877, 3.233], [-4.985, 0.473, 4.006], [-6.736, 0.521, 3.777], [-3.342, -1.884, 2.855], [-2.552, -0.346, 3.209], [-1.704, -3.892, 4.283], [0.436, -2.982, 6.263], [0.653, -4.214, 5.009], [-0.458, -4.506, 6.356], [-1.720, -1.606, 6.318], [-2.600, -3.123, 6.527], [-3.055, -2.026, 5.228], [0.158, -3.405, 0.362], [0.419, -5.190, 2.836], [1.317, -3.678, 2.548], [1.599, -5.089, 1.527], [-1.402, -5.908, 1.178], [-0.224, -5.834, -0.139], [-1.720, -4.902, -0.249], [-2.366, -2.575, -0.525], [-4.553, -1.611, -2.428], [-3.060, -2.425, -2.919], [-2.971, -0.833, -2.169], [-5.204, -3.616, -0.960], [-4.055, -4.214, 0.254], [-3.740, -4.458, -1.472], [-0.046, -0.819, -1.743]],
  "e_lumo_ha": [-0.065, -0.105],
  "total_charge": 1,
  "relative_energy_kcal_mol": 0.0,
  "homo_energy_ev": [-11.1, -12.5],
  "spin_multiplicity": 5,
  "gap_ha": [0.3413, 0.3532]
}

=====

No. 7
{
  "formula": "C24H28BF4N4O2Pt",
  "method": "ωB97M-V/def2-TZVPD",
  "species": ["Pt", "C", "C", "C", "C", "C", "N", "C", "C", "C", "N", "C", "C", "C", "C", "C", "C", "C", "C", "N", "C", "C", "C", "N", "C", "C", "C", "C", "O", "C", "O", "H", "H", "H", "H", "H", "H", "H", "H", "H", "H", "H", "H", "H", "H", "H", "H", "H", "H", "H", "H", "H", "H", "H", "H", "H", "H", "H", "H", "F", "B", "F", "F", "F"],
  "coordinates": [[0.125, -0.507, 1.043], [2.252, -3.722, -3.682], [1.335, -3.572, -2.522], [-0.029, -3.790, -2.632], [-0.917, -3.352, -1.651], [-2.340, -3.492, -1.758], [-3.156, -2.483, -1.674], [-2.741, -1.130, -1.959], [-3.271, -0.019, -1.058], [-2.462, 1.227, -1.442], [-2.989, 2.465, -0.930], [-2.354, 3.398, -0.263], [-1.172, 3.351, 0.515], [-0.474, 4.569, 0.662], [0.621, 4.706, 1.483], [1.436, 5.957, 1.531], [0.942, 3.632, 2.315], [0.289, 2.410, 2.246], [0.693, 1.366, 3.144], [0.302, 0.139, 3.056], [0.796, -0.881, 3.945], [2.292, -1.231, 3.718], [2.880, -0.825, 2.352], [2.218, -1.216, 1.133], [1.492, -2.284, 1.052], [1.010, -2.794, -0.256], [1.845, -3.126, -1.291], [-0.416, -2.753, -0.447], [-1.176, -2.253, 0.449], [-0.749, 2.184, 1.260], [-1.355, 1.072, 1.138], [1.727, -4.077, -4.562], [3.078, -4.394, -3.459], [2.680, -2.742, -3.897], [-0.434, -4.187, -3.549], [-2.771, -4.482, -1.884], [-4.155, -2.646, -1.601], [-3.045, -0.919, -2.993], [-1.656, -1.103, -1.937], [-3.095, -0.258, -0.008], [-4.338, 0.153, -1.221], [-2.443, 1.317, -2.535], [-1.433, 1.113, -1.115], [-3.901, 2.715, -1.300], [-2.834, 4.376, -0.291], [-0.788, 5.404, 0.052], [1.264, 6.573, 0.656], [2.494, 5.716, 1.579], [1.186, 6.541, 2.415], [1.735, 3.758, 3.037], [1.358, 1.665, 3.957], [0.170, -1.765, 3.785], [0.657, -0.560, 4.984], [2.420, -2.302, 3.879], [2.899, -0.718, 4.466], [3.893, -1.241, 2.290], [2.989, 0.265, 2.301], [1.345, -2.967, 1.904], [2.914, -3.029, -1.163], [0.477, -0.039, -1.269], [0.662, 0.168, -2.714], [0.143, 1.407, -2.974], [1.975, 0.023, -2.985], [-0.099, -0.808, -3.321]],
  "e_lumo_ha": [-0.152, -0.150],
  "total_charge": 1,
  "homo_energy_ev": [-9.8, -9.8],
  "spin_multiplicity": 1,
  "gap_ha": [0.2069, 0.2106]
}